{"formula": "C36H35B2CeF4N8O6S2", "method": "wB97M-V/def2-TZVPD", "elements": ["Ce", "C", "C", "N", "O", "B", "F", "F", "O", "N", "C", "C", "C", "N", "O", "B", "F", "F", "O", "N", "C", "C", "C", "H", "H", "H", "H", "H", "H", "H", "H", "H", "H", "H", "H", "O", "S", "C", "C", "C", "C", "C", "C", "C", "C", "C", "C", "C", "C", "H", "H", "H", "H", "H", "H", "H", "H", "H", "H", "N", "S", "C", "C", "C", "C", "C", "C", "C", "C", "C", "C", "C", "C", "H", "H", "H", "H", "H", "H", "H", "H", "H", "H", "H", "N", "C", "O", "C", "C", "N", "C", "N", "H", "H"], "coordinates": [[0.45, 0.21, 0.18], [4.16, 1.65, 3.02], [3.18, 0.96, 2.15], [2.37, 1.53, 1.33], [2.45, 2.91, 1.24], [2.39, 3.52, 0.03], [0.00, 2.33, -0.04], [2.35, 4.84, 0.05], [2.47, 2.99, -1.23], [2.35, 1.61, -1.39], [2.80, 1.11, -2.48], [3.46, 1.87, -3.57], [2.67, -0.36, -2.54], [2.11, -0.88, -1.50], [2.11, -2.23, -1.43], [1.51, -2.73, -0.19], [0.16, -2.06, -0.13], [1.35, -4.06, -0.22], [2.23, -2.34, 1.04], [2.34, -0.99, 1.21], [3.10, -0.53, 2.13], [3.89, -1.35, 3.09], [3.22, -1.17, -3.65], [4.17, 2.72, 2.82], [5.16, 1.24, 2.89], [3.87, 1.50, 4.07], [3.50, 2.93, -3.33], [2.93, 1.74, -4.51], [4.48, 1.51, -3.71], [3.74, -2.40, 2.87], [3.58, -1.13, 4.11], [4.95, -1.12, 3.01], [3.47, -0.58, -4.52], [2.49, -1.94, -3.92], [4.11, -1.71, -3.31], [-0.52, 0.63, -1.88], [-0.21, 2.03, -2.28], [-1.71, 3.02, -2.17], [-1.62, 4.28, -1.61], [-2.75, 5.09, -1.59], [-3.94, 4.62, -2.12], [-4.02, 3.36, -2.68], [-2.90, 2.54, -2.70], [-0.09, 1.92, -4.08], [0.29, 3.04, -4.78], [0.37, 2.98, -6.16], [0.08, 1.79, -6.82], [-0.30, 0.66, -6.10], [-0.37, 0.72, -4.71], [-0.70, 4.63, -1.17], [-2.69, 6.09, -1.18], [-4.82, 5.26, -2.11], [-4.94, 3.01, -3.11], [-2.93, 1.55, -3.14], [0.53, 3.96, -4.26], [0.66, 3.85, -6.73], [0.15, 1.73, -7.89], [-0.54, -0.26, -6.61], [-0.64, -0.15, -4.13], [-0.39, -1.17, 2.34], [-0.21, -2.02, 3.70], [0.09, -3.71, 3.08], [-0.85, -4.30, 2.26], [-0.62, -5.59, 1.81], [0.54, -6.25, 2.16], [1.47, -5.64, 2.99], [1.26, -4.35, 3.45], [-1.89, -2.28, 4.32], [-2.87, -1.35, 4.01], [-4.16, -1.57, 4.44], [-4.46, -2.69, 5.20], [-3.46, -3.58, 5.55], [-2.16, -3.38, 5.12], [-1.28, -1.38, 1.87], [-1.76, -3.78, 1.98], [-1.36, -6.07, 1.18], [0.73, -7.24, 1.78], [2.37, -6.17, 3.29], [1.98, -3.87, 4.10], [-2.62, -0.46, 3.44], [-4.93, -0.85, 4.20], [-5.48, -2.86, 5.53], [-3.69, -4.44, 6.17], [-1.38, -4.08, 5.37], [-4.11, 0.65, -0.37], [-2.94, 0.63, 0.27], [-2.08, -0.24, 0.08], [-2.73, 1.68, 1.29], [-1.55, 1.51, 1.97], [-0.51, 1.13, 2.36], [-3.57, 2.79, 1.38], [-4.26, 3.71, 1.36], [-4.81, 1.35, -0.20], [-4.31, -0.07, -1.06]], "charge": 2, "e_above_lowest_kcal_mol": 53.0, "multiplicity": 2, "gap_ha": [0.2269, 0.1796], "s2": 0.77}